# C5H6N4

A single C5H6N4 molecule (ωB97M-V/def2-TZVPD, the OMol25 dataset).

Output
multiplicity = 1
relative energy (zero: lowest compared OMol25 entry of this formula, charge and spin) = 147.8 kJ/mol
SMILES = [H]/N=c1/ncccc(N)n1

Geometry as XYZ:
```
15
Properties=species:S:1:pos:R:3:forces:R:3:lowdin_charge:R:1
H -2.077353 2.291194 -0.313580 0.860 -0.660 1.128 0.07
N -1.491341 2.166870 0.553252 0.099 0.022 -0.844 0.12
C -0.702905 1.165980 0.487192 -1.136 -0.535 -0.583 -0.46
N 0.180312 0.981681 1.583336 0.252 -1.303 -0.932 0.12
C 0.962505 -0.043636 1.674299 0.209 2.315 1.441 -0.14
C 1.330685 -1.198250 0.909451 0.343 -0.563 0.448 -0.09
C 0.999441 -1.472252 -0.323203 -1.954 1.349 -2.709 0.01
C -0.020001 -0.611300 -1.132001 0.076 -0.132 2.158 -0.34
N -0.274145 -1.101998 -2.441996 -3.022 -1.711 0.893 0.05
N -0.817820 0.294589 -0.684511 1.400 0.472 0.089 0.15
H 1.616653 0.063944 2.548024 -0.272 -0.236 0.088 0.11
H 2.002992 -1.876068 1.420655 0.012 -0.002 0.072 0.11
H 1.319812 -2.341837 -0.870593 0.236 -0.155 0.043 0.10
H -1.364819 -1.166503 -2.438112 2.459 0.054 -0.378 0.13
H -0.094674 -0.401966 -3.111378 0.440 1.085 -0.913 0.05
```
Positions in Å, forces in eV/Å.